{
  "formula": "C2H2FIS",
  "method": "wB97M-V/def2-TZVPD",
  "relative_energy_kcal_mol": 7.7,
  "orbital_gap_ev": 8.636,
  "charge": 0,
  "e_tot_ev": -23758.5193,
  "elements": ["I", "S", "F", "C", "C", "H", "H"],
  "xyz": [[2.114132, -0.914623, -0.168731], [-1.343400, 1.647864, 0.505925], [0.266414, 1.089272, -1.478948], [0.048872, -0.546282, 0.273108], [-0.397564, 0.666960, -0.326157], [-0.268672, -0.499901, 1.422374], [-0.419781, -1.443292, -0.227568]],
  "forces_ev_per_angstrom": [[0.1451, -0.0745, 0.4735], [-0.5774, 0.5619, -0.6530], [-1.4454, -0.9623, 1.3546], [-0.3833, -3.0270, 1.5549], [0.8657, 3.0534, -0.6938], [1.1633, -0.4613, -2.7125], [0.2320, 0.9098, 0.6763]]
}